C67H64F6GeN4O4PS2SiTeTi as an isolated structure, computed with ωB97M-V/def2-TZVPD.

Properties
**HOMO-LUMO gap**: 6.317 eV
**HOMO level**: -10.08 eV
**Molar mass**: 1474.53 g/mol
**Total energy**: -8332.074105 hartree
**Total charge**: +1
**LUMO energy**: -3.76 eV

Each line ends with the Mulliken charge.
Atoms and positions in Å:
Ti (0.7057, -0.2474, -0.3320)  -0.6747
F (5.4285, 0.2222, 0.0379)  -0.2247
C (4.4369, -0.6294, 0.2179)  0.2009
F (3.5945, -0.5334, -0.8441)  -0.1377
F (4.9464, -1.8504, 0.2333)  -0.2713
S (3.3126, -0.2848, 1.7000)  1.2035
O (2.1960, 0.3666, 1.0279)  -1.1208
O (4.0517, 0.4890, 2.6150)  -0.5899
N (2.9092, -1.6974, 2.1894)  -0.3289
S (1.7073, -2.5340, 1.6281)  0.7408
O (1.0125, -3.2773, 2.6076)  -0.4832
O (0.9895, -1.8922, 0.5122)  0.3775
C (2.6503, -3.7964, 0.5950)  0.3858
F (1.9192, -4.8570, 0.2874)  -0.1851
F (2.9286, -3.1399, -0.5454)  0.1312
F (3.7816, -4.1961, 1.1503)  -0.2521
N (1.6216, 3.2530, 1.0369)  -0.1120
P (0.5850, 2.4433, -0.0419)  3.2082
C (0.7345, 3.4780, -1.5442)  0.1996
C (1.0215, 4.8367, -1.4794)  -0.8316
C (1.0955, 5.5790, -2.6440)  -1.0511
C (0.8762, 4.9746, -3.8729)  -0.8450
C (0.5559, 3.6284, -3.9369)  -0.5707
C (0.4895, 2.8803, -2.7740)  0.7903
C (-0.9596, 3.2186, 0.6115)  -0.1097
C (-1.1400, 3.4900, 1.9659)  0.3745
C (-2.2841, 4.1305, 2.4105)  -1.0779
C (-3.2931, 4.4525, 1.5195)  -0.6493
C (-3.1465, 4.1338, 0.1786)  -0.7709
C (-1.9850, 3.5363, -0.2777)  -0.0044
C (2.9555, 3.1365, 0.7689)  -0.2569
C (3.9603, 3.6136, 1.6092)  -1.1109
C (5.2526, 3.5943, 1.1291)  -0.8205
C (5.4914, 3.1043, -0.1497)  -0.7640
C (4.4308, 2.5895, -0.8686)  -0.7601
N (3.1818, 2.5755, -0.4180)  0.5284
H (1.3466, 3.4994, 1.9773)  0.3257
H (1.1744, 5.3123, -0.5215)  0.4682
H (1.3150, 6.6351, -2.5952)  0.4652
H (0.9420, 5.5559, -4.7800)  0.4430
H (0.3587, 3.1628, -4.8904)  0.4545
H (0.2305, 1.8227, -2.8087)  -0.1015
H (-0.4138, 3.1756, 2.7067)  -0.4916
H (-2.3879, 4.3712, 3.4577)  0.4446
H (-4.1890, 4.9446, 1.8656)  0.4440
H (-3.9342, 4.3564, -0.5229)  0.5137
H (-1.8635, 3.3124, -1.3302)  0.3697
H (3.7179, 4.0028, 2.5853)  0.4906
H (6.0645, 3.9668, 1.7327)  0.4657
H (6.4819, 3.1072, -0.5718)  0.5716
H (4.5791, 2.1573, -1.8449)  0.1500
C (-1.3402, 0.0173, -0.7013)  0.9778
Si (-2.9091, -0.9741, -0.2030)  -0.9659
C (-2.8102, -2.8872, -0.3338)  -0.8679
N (-1.7272, -3.4297, 0.4741)  1.8717
C (-1.9573, -3.2618, 1.9095)  0.9520
C (-2.0042, -4.5637, 2.7048)  -0.9681
C (-2.9443, -5.5410, 2.0053)  -0.9127
C (-2.4791, -5.8185, 0.5673)  -0.9260
C (-1.3985, -4.8089, 0.1476)  -1.1027
C (-4.2914, -0.3112, -1.3557)  0.3411
C (-4.8298, 0.9439, -1.0694)  -0.1435
C (-5.8550, 1.4782, -1.8250)  -1.0226
C (-6.3605, 0.7685, -2.9019)  -0.6291
C (-5.8327, -0.4734, -3.2125)  -0.9145
C (-4.8076, -1.0050, -2.4475)  -0.3837
C (-3.6156, -0.4667, 1.4968)  0.7624
C (-4.6192, -1.2270, 2.0997)  -0.3278
C (-5.1954, -0.8420, 3.2950)  -1.0362
C (-4.8311, 0.3545, 3.8883)  -0.8761
C (-3.8845, 1.1523, 3.2748)  -0.3582
C (-3.2661, 0.7297, 2.1103)  0.4667
H (-1.5851, 1.0100, -0.3073)  -1.2413
H (-1.4162, 0.1462, -1.7955)  0.4571
H (-2.6292, -3.1750, -1.3686)  0.9468
H (-3.7852, -3.3229, -0.0660)  0.5807
H (-2.8996, -2.7467, 2.0784)  -0.6354
H (-1.1651, -2.6147, 2.3145)  -1.5125
H (-2.3824, -4.3458, 3.7056)  0.6045
H (-1.0025, -4.9771, 2.8184)  0.3835
H (-3.9441, -5.0982, 1.9910)  0.2617
H (-3.0048, -6.4667, 2.5754)  0.5360
H (-3.3306, -5.7479, -0.1110)  0.2478
H (-2.0665, -6.8238, 0.4734)  0.5270
H (-1.2228, -4.8786, -0.9298)  0.4849
H (-0.4585, -5.0482, 0.6520)  0.3442
H (-4.4455, 1.4964, -0.2238)  0.4847
H (-6.2708, 2.4403, -1.5632)  0.4601
H (-7.1599, 1.1850, -3.4956)  0.4181
H (-6.2328, -1.0328, -4.0460)  0.4441
H (-4.4132, -1.9804, -2.6963)  0.4147
H (-4.9659, -2.1306, 1.6184)  0.3720
H (-5.9422, -1.4679, 3.7594)  0.4665
H (-5.2846, 0.6616, 4.8183)  0.4202
H (-3.6256, 2.1050, 3.7065)  0.4214
H (-2.5182, 1.3639, 1.6550)  -0.1554
C (-0.5258, -2.3524, -2.9108)  -1.9290
Ge (1.0504, -1.1186, -2.7000)  3.6603
C (2.5680, -2.3225, -3.2575)  -0.0561
C (3.8641, -1.8643, -3.4661)  0.3146
C (4.8736, -2.7136, -3.8814)  -1.1305
C (4.6098, -4.0536, -4.1011)  -0.6873
C (3.3227, -4.5255, -3.9128)  -0.9526
C (2.3192, -3.6713, -3.4918)  0.0982
C (0.8609, -0.0157, -4.3978)  -0.5208
C (-0.2155, -0.2213, -5.2271)  -0.3543
C (-0.2483, 0.2852, -6.5345)  -1.2878
C (0.8331, 0.9458, -7.0423)  -0.9169
C (1.9601, 1.1941, -6.2313)  1.1466
C (3.1002, 1.8595, -6.7298)  -0.8610
C (4.1593, 2.1375, -5.9144)  -1.2665
C (4.0931, 1.8229, -4.5492)  -0.6345
C (2.9972, 1.1848, -4.0369)  1.5777
C (1.9377, 0.7782, -4.8729)  -0.1890
H (-0.4635, -2.9240, -3.8350)  0.8734
H (-1.4753, -1.8192, -2.9071)  0.3516
H (-0.5212, -3.0375, -2.0640)  -0.1173
H (4.1024, -0.8221, -3.3216)  0.4063
H (5.8686, -2.3212, -4.0376)  0.4750
H (5.3936, -4.7205, -4.4270)  0.4172
H (3.0926, -5.5649, -4.0966)  0.4640
H (1.3259, -4.0716, -3.3497)  0.1984
H (-1.0566, -0.8052, -4.8833)  0.3814
H (-1.1248, 0.1109, -7.1414)  0.4401
H (0.8370, 1.2884, -8.0659)  0.4466
H (3.1243, 2.1418, -7.7720)  0.4572
H (5.0413, 2.6254, -6.3009)  0.4022
H (4.9233, 2.0993, -3.9154)  0.5157
H (2.8975, 0.9932, -2.9689)  -0.4989
Te (0.1020, -0.1610, 2.7300)  0.9979
C (-1.1921, -0.1838, 4.4738)  0.8145
C (-1.4991, 0.9895, 5.1466)  -0.5851
C (-2.2415, 0.9574, 6.3124)  -0.6519
C (-2.6931, -0.2516, 6.8136)  -0.8511
C (-2.3782, -1.4278, 6.1576)  -0.6323
C (-1.6227, -1.3943, 4.9980)  -0.3812
C (1.5781, 0.4455, 4.1737)  1.2625
C (1.9175, 1.7773, 4.3650)  -0.1095
C (2.7712, 2.1403, 5.3901)  -0.8895
C (3.2837, 1.1734, 6.2354)  -0.8701
C (2.9553, -0.1581, 6.0443)  -0.7979
C (2.1059, -0.5250, 5.0156)  -0.6564
H (-1.1509, 1.9309, 4.7471)  0.2818
H (-2.4674, 1.8756, 6.8322)  0.4639
H (-3.2821, -0.2788, 7.7168)  0.4025
H (-2.7108, -2.3739, 6.5568)  0.4992
H (-1.3559, -2.3161, 4.4997)  0.3564
H (1.4964, 2.5362, 3.7191)  0.4792
H (3.0130, 3.1810, 5.5447)  0.5108
H (3.9317, 1.4575, 7.0488)  0.4235
H (3.3474, -0.9102, 6.7106)  0.5086
H (1.8405, -1.5644, 4.8625)  0.3812